Entry 1:
The following is a DFT calculation (ωB97M-V with the def2-TZVPD basis set) of 7 unconnected molecules or ions with the total composition C37H25Cl3O24 at a distorted geometry.

CARTESIAN COORDINATES (ANGSTROEM)
C1 -4.683 11.072 9.420
C2 -4.466 9.888 8.789
C3 -3.245 9.135 8.924
O1 -2.922 8.101 8.401
C4 -2.223 9.836 9.702
C5 -2.337 11.070 10.214
C6 -3.634 11.878 10.084
O2 -3.820 13.056 10.500
O3 -1.371 11.672 10.844
O4 -5.420 9.265 8.057
H1 -5.673 11.443 9.204
H2 -1.242 9.389 9.764
H3 -1.801 12.490 11.104
H4 -5.035 8.655 7.422
C7 -7.945 10.221 3.809
C8 -7.542 10.370 5.090
C9 -7.738 11.681 5.865
O5 -7.239 11.954 7.011
C10 -8.440 12.618 5.068
C11 -8.754 12.487 3.789
C12 -8.555 11.314 3.035
O6 -8.898 11.163 1.826
O7 -9.492 13.400 3.112
O8 -7.104 9.293 5.747
H5 -7.862 9.285 3.278
H6 -8.759 13.507 5.592
H7 -9.714 13.015 2.261
H8 -6.784 9.542 6.617
C13 -5.508 4.463 11.714
C14 -5.607 4.706 10.366
C15 -5.784 6.074 9.791
O9 -5.883 6.349 8.581
C16 -5.794 7.090 10.892
C17 -5.479 6.840 12.180
C18 -5.475 5.499 12.701
O10 -5.325 5.206 13.825
O11 -5.299 7.783 13.044
O12 -5.503 3.612 9.554
H9 -5.434 3.438 12.046
H10 -5.898 8.138 10.655
H11 -5.491 7.505 13.942
H12 -5.559 3.866 8.630
C19 -13.360 12.724 11.472
C20 -13.850 12.428 10.220
C21 -14.765 13.348 9.469
O13 -15.458 12.937 8.529
C22 -14.724 14.661 10.045
C23 -14.183 15.016 11.153
C24 -13.475 14.049 12.086
O14 -13.118 14.183 13.257
O15 -14.225 16.332 11.532
O16 -13.542 11.227 9.646
H13 -12.753 11.941 11.902
H14 -15.188 15.359 9.363
H15 -13.792 16.503 12.371
H16 -13.939 11.281 8.773
C25 -8.223 15.423 10.924
C26 -7.704 14.747 9.862
C27 -6.332 14.948 9.277
O17 -5.726 14.283 8.367
C28 -5.619 16.054 9.867
C29 -6.195 16.788 10.884
C30 -7.459 16.449 11.595
O18 -7.828 17.159 12.490
O19 -5.549 17.860 11.479
O20 -8.445 13.760 9.307
H17 -9.200 15.125 11.275
H18 -4.716 16.506 9.483
H19 -6.081 18.046 12.257
H20 -7.860 13.299 8.701
C31 -5.220 14.227 14.967
C32 -5.487 13.834 13.705
C33 -6.333 12.727 13.250
O21 -6.664 12.472 12.088
C34 -6.814 11.964 14.432
C35 -6.513 12.285 15.685
C36 -5.775 13.463 16.155
O22 -5.715 13.827 17.349
O23 -6.767 11.394 16.694
O24 -4.833 14.385 12.732
H21 -4.560 15.062 15.152
H22 -7.372 11.058 14.251
H23 -6.642 11.819 17.546
H24 -4.992 13.833 11.962
C37 -8.676 10.221 10.292
Cl1 -8.643 9.114 8.908
Cl2 -7.947 9.566 11.801
Cl3 -10.294 10.725 10.747
H25 -8.110 11.128 10.078

Values from the calculation:
Charge = 0
E_HOMO = -0.351 Eh
SMILES string = O=C1C=C(O)C(=O)C=C1O.O=C1C=C(O)C(=O)C=C1O.O=C1C=C(O)C(=O)C=C1O.O=C1C=C(O)C(=O)C=C1O.O=C1C=C(O)C(=O)C=C1O.O=C1C=C(O)C(=O)C=C1O.ClC(Cl)Cl
Energy above the lowest of the compared OMol25 structures with the same formula, charge and spin = 72.6 kcal/mol

---

Entry 2:
The following is a DFT calculation (ωB97M-V with the def2-TZVPD basis set) of a molecular structure, C37H26Cl3IrN6OS2Se at a distorted geometry.

CARTESIAN COORDINATES (ANGSTROEM)
Ir1 -1.042 -1.858 -1.830
S1 3.196 -1.644 -0.317
C1 3.334 -1.573 -2.046
C2 4.492 -1.445 -2.818
C3 4.348 -1.394 -4.186
C4 3.078 -1.475 -4.781
C5 1.940 -1.613 -4.018
C6 2.077 -1.662 -2.634
N1 1.044 -1.784 -1.690
C7 1.496 -1.773 -0.474
C8 0.500 -1.861 0.596
C9 0.790 -1.935 1.952
C10 -0.248 -2.020 2.861
C11 -1.564 -2.035 2.393
C12 -1.857 -1.974 1.041
C13 -0.814 -1.883 0.106
H1 5.468 -1.392 -2.354
H2 5.226 -1.293 -4.810
H3 2.990 -1.435 -5.859
H4 0.963 -1.702 -4.474
H5 1.821 -1.930 2.295
H6 -0.043 -2.080 3.922
H7 -2.380 -2.109 3.103
H8 -2.883 -2.008 0.704
N2 -3.063 -1.862 -1.832
C14 -4.149 -1.487 -2.041
N3 -5.346 -1.178 -2.308
C15 -5.978 -0.090 -1.911
N4 -6.578 0.855 -1.616
Cl1 0.646 8.314 4.169
C16 0.471 6.883 3.200
C17 -0.246 5.804 3.692
C18 -0.349 4.659 2.922
C19 0.257 4.566 1.674
C20 0.200 3.278 0.881
C21 -0.932 3.327 -0.133
N5 -0.878 2.188 -1.038
C22 -0.282 2.180 -2.283
C23 -0.386 0.913 -2.751
N6 -1.045 0.152 -1.807
C24 -1.294 0.942 -0.779
O1 -0.048 2.145 1.685
C25 1.122 1.549 2.245
C26 1.680 2.337 3.389
C27 2.714 3.220 3.313
Cl2 3.622 3.622 1.907
S2 3.060 3.982 4.800
C28 1.816 3.106 5.581
C29 1.172 2.273 4.723
C30 0.931 5.684 1.200
Cl3 1.665 5.657 -0.387
C31 1.053 6.843 1.948
H9 -0.708 5.860 4.668
H10 -0.889 3.801 3.301
H11 1.146 3.152 0.344
H12 -0.861 4.234 -0.731
H13 -1.887 3.329 0.392
H14 0.127 3.073 -2.724
H15 -0.084 0.511 -3.702
H16 -1.803 0.657 0.126
H17 1.878 1.407 1.467
H18 0.797 0.571 2.593
H19 1.635 3.252 6.634
H20 0.348 1.632 5.010
H21 1.598 7.692 1.561
Se1 -0.983 -3.708 -3.517
C32 -1.548 -5.294 -2.590
C33 -1.858 -6.420 -3.349
C34 -2.248 -7.600 -2.731
C35 -2.336 -7.674 -1.348
C36 -2.030 -6.554 -0.589
C37 -1.637 -5.371 -1.203
H22 -1.795 -6.373 -4.429
H23 -2.490 -8.465 -3.337
H24 -2.642 -8.595 -0.868
H25 -2.095 -6.596 0.492
H26 -1.399 -4.504 -0.601

Values from the calculation:
Charge = 0
E_HOMO = -0.263 Eh
Energy above the lowest of the compared OMol25 structures with the same formula, charge and spin = 25.5 kcal/mol

---

Entry 3:
The following is a DFT calculation (ωB97M-V with the def2-TZVPD basis set) of a molecular structure, C37H26Cl6NO5RuTe.

CARTESIAN COORDINATES (ANGSTROEM)
Ru1 0.345 -1.126 0.249
C1 0.857 5.516 1.845
C2 0.753 4.372 0.898
C3 3.331 2.428 0.876
C4 3.598 1.160 0.619
C5 5.005 0.554 0.603
O1 5.403 0.098 1.642
C6 5.750 0.545 -0.671
C7 5.187 1.036 -1.848
C8 5.908 0.988 -3.030
C9 7.188 0.453 -3.034
C10 7.753 -0.037 -1.861
C11 7.037 0.006 -0.680
C12 2.427 0.277 0.515
O2 2.371 -0.904 0.879
C13 1.163 0.684 -0.128
C14 0.685 1.905 -0.118
C15 -1.299 -0.436 -0.717
N1 -1.590 -1.490 -0.197
C16 -2.607 -2.532 -0.046
C17 -2.846 -3.216 -1.379
Te1 -4.386 -4.694 -1.193
C18 -5.838 -3.224 -0.767
C19 -6.307 -3.053 0.533
C20 -7.235 -2.057 0.811
C21 -7.689 -1.226 -0.202
C22 -7.224 -1.395 -1.499
C23 -6.307 -2.396 -1.784
C24 -1.871 0.684 -1.452
C25 -1.542 0.904 -2.784
C26 -2.105 1.986 -3.444
C27 -2.969 2.840 -2.773
C28 -3.284 2.617 -1.438
C29 -2.738 1.535 -0.767
H1 1.790 6.067 1.708
H2 0.771 5.228 2.893
H3 0.038 6.193 1.605
H4 3.989 3.280 0.990
H5 4.189 1.455 -1.846
H6 5.475 1.367 -3.945
H7 7.752 0.418 -3.957
H8 8.752 -0.452 -1.873
H9 7.453 -0.373 0.244
H10 -0.231 2.410 -0.385
H11 -3.511 -2.038 0.316
H12 -2.249 -3.227 0.710
H13 -1.951 -3.731 -1.724
H14 -3.157 -2.497 -2.136
H15 -5.950 -3.697 1.326
H16 -7.603 -1.934 1.822
H17 -8.414 -0.453 0.017
H18 -7.588 -0.758 -2.294
H19 -5.965 -2.542 -2.802
H20 -0.856 0.238 -3.291
H21 -1.865 2.164 -4.483
H22 -3.401 3.685 -3.293
H23 -3.959 3.285 -0.920
H24 -2.962 1.348 0.276
Cl1 3.136 1.885 6.189
C30 2.152 1.394 4.875
C31 1.410 0.199 4.943
Cl2 1.518 -0.772 6.346
C32 0.606 -0.179 3.889
Cl3 -0.273 -1.653 3.948
C33 0.447 0.597 2.694
O3 -0.377 0.163 1.778
C34 1.250 1.749 2.671
Cl4 1.402 2.977 1.138
C35 2.063 2.154 3.729
Cl5 2.978 3.618 3.611
Cl6 -0.411 -5.850 -0.345
C36 1.112 -4.934 -0.484
C37 0.828 -3.487 -0.200
O4 0.480 -3.105 0.958
O5 0.901 -2.612 -1.116
H25 1.497 -5.051 -1.491
H26 1.810 -5.329 0.249

Values from the calculation:
Charge = +1
E_HOMO = -0.376 Eh
Energy above the lowest of the compared OMol25 structures with the same formula, charge and spin = 0.0 kcal/mol

---

Entry 4:
The following is a DFT calculation (ωB97M-V with the def2-TZVPD basis set) of a molecular structure, C37H26N9O6V at a distorted geometry.

CARTESIAN COORDINATES (ANGSTROEM)
V1 0.218 -0.554 0.735
C1 -0.566 -1.923 -3.175
C2 -0.971 -0.790 -3.881
C3 -1.107 0.406 -3.214
C4 -0.827 0.488 -1.851
N1 -0.417 -0.621 -1.179
C5 -0.303 -1.803 -1.840
N2 -0.997 1.713 -1.253
C6 -0.742 2.028 -0.046
N3 -0.265 1.201 1.029
C7 0.145 2.091 2.078
N4 0.776 1.786 3.129
C8 0.851 0.494 3.621
C9 1.505 0.323 4.841
C10 1.355 -0.858 5.530
C11 0.505 -1.831 5.006
C12 -0.048 -1.624 3.769
N5 0.168 -0.514 3.039
C13 -0.237 3.450 1.695
C14 -0.108 4.636 2.389
C15 -0.611 5.779 1.780
C16 -1.217 5.724 0.525
C17 -1.331 4.528 -0.170
C18 -0.828 3.399 0.445
H1 -0.452 -2.884 -3.655
H2 -1.180 -0.851 -4.941
H3 -1.428 1.313 -3.708
H4 0.033 -2.655 -1.269
H5 2.064 1.161 5.235
H6 1.843 -1.004 6.485
H7 0.278 -2.738 5.550
H8 -0.696 -2.370 3.344
H9 0.367 4.669 3.361
H10 -0.533 6.730 2.290
H11 -1.601 6.634 0.081
H12 -1.787 4.483 -1.150
C19 -2.729 -1.134 0.909
N6 -1.328 -1.664 0.976
C20 -1.099 -2.960 1.125
C21 0.233 -3.303 1.286
C22 0.981 -4.451 1.561
C23 2.300 -4.035 1.732
C24 2.333 -2.654 1.550
N7 1.092 -2.201 1.266
C25 -3.674 -2.025 0.156
C26 -4.465 -2.943 0.840
C27 -5.310 -3.797 0.142
C28 -5.369 -3.733 -1.243
C29 -4.593 -2.807 -1.930
C30 -3.749 -1.956 -1.232
H13 -2.687 -0.147 0.452
H14 -3.061 -0.992 1.938
H15 -1.907 -3.685 1.138
H16 0.602 -5.462 1.612
H17 3.155 -4.656 1.953
H18 3.181 -1.989 1.610
H19 -4.441 -2.978 1.925
H20 -5.929 -4.502 0.681
H21 -6.033 -4.392 -1.787
H22 -4.659 -2.739 -3.009
H23 -3.171 -1.211 -1.771
O1 2.598 -1.577 -1.317
C31 2.498 -0.437 -0.984
O2 1.801 -0.072 0.159
C32 2.966 0.722 -1.774
C33 3.569 0.496 -3.007
C34 3.915 1.589 -3.769
C35 3.676 2.890 -3.370
C36 3.056 3.071 -2.152
C37 2.705 2.016 -1.340
N8 2.717 4.443 -1.710
O3 3.137 5.354 -2.379
O4 1.910 4.538 -0.803
N9 4.544 1.360 -5.094
O5 4.921 2.340 -5.692
O6 4.504 0.228 -5.524
H24 3.761 -0.506 -3.365
H25 3.959 3.726 -3.995
H26 2.232 2.216 -0.390

Values from the calculation:
Charge = +2
E_HOMO = -0.524 Eh

---

Entry 5:
The following is a DFT calculation (ωB97M-V with the def2-TZVPD basis set) of a molecular structure, C37H27BaCl2N5O6PSSe2 at a distorted geometry.

CARTESIAN COORDINATES (ANGSTROEM)
Ba1 0.673 0.910 -0.605
C1 3.227 0.797 2.907
C2 2.145 1.796 2.748
N1 1.297 1.819 1.741
C3 0.454 2.893 1.953
C4 0.818 3.511 3.108
N2 1.882 2.798 3.608
C5 0.359 4.688 3.867
O1 -0.597 5.401 3.309
O2 0.866 4.956 4.936
C6 -0.660 3.281 1.007
O3 -1.281 4.315 1.291
O4 -0.849 2.529 0.023
H1 3.175 0.102 2.073
H2 3.093 0.218 3.824
H3 4.212 1.264 2.930
H4 2.338 3.037 4.473
H5 -0.825 5.012 2.379
Cl1 8.018 3.601 -2.029
C7 6.468 2.824 -1.809
C8 6.383 1.435 -1.890
C9 5.177 0.803 -1.721
Cl2 5.108 -0.925 -1.821
C10 3.975 1.514 -1.460
O5 2.858 0.932 -1.315
C11 4.106 2.932 -1.385
C12 2.966 3.812 -1.126
O6 1.811 3.476 -0.970
C13 5.342 3.568 -1.557
H6 7.268 0.849 -2.085
H7 3.225 4.889 -1.088
H8 5.399 4.646 -1.488
N3 -2.890 -0.529 -4.336
C14 -3.970 -1.274 -3.834
C15 -5.132 -1.392 -4.574
C16 -6.193 -2.147 -4.091
C17 -6.091 -2.767 -2.859
C18 -4.929 -2.629 -2.112
C19 -3.855 -1.896 -2.595
S1 -2.386 -1.792 -1.641
N4 -1.513 -0.534 -2.403
C20 -1.829 -0.107 -3.559
C21 -0.950 0.953 -4.194
C22 -1.292 1.623 -5.366
C23 -0.405 2.556 -5.880
C24 0.786 2.790 -5.219
C25 1.035 2.085 -4.047
N5 0.190 1.196 -3.549
H9 -3.058 -0.048 -5.197
H10 -5.207 -0.899 -5.533
H11 -7.095 -2.240 -4.679
H12 -6.912 -3.350 -2.471
H13 -4.847 -3.100 -1.143
H14 -2.227 1.457 -5.877
H15 -0.650 3.093 -6.787
H16 1.510 3.502 -5.580
H17 1.943 2.234 -3.483
Se1 1.024 -1.987 0.588
P1 -0.656 -1.872 1.951
Se2 -1.883 -0.123 1.916
C26 0.064 -2.115 3.618
C27 0.696 -3.314 3.931
C28 1.293 -3.489 5.164
C29 1.276 -2.459 6.098
C30 0.652 -1.264 5.789
C31 0.041 -1.095 4.556
C32 -1.694 -3.365 1.742
C33 -1.416 -4.323 0.782
C34 -2.256 -5.416 0.619
C35 -3.372 -5.561 1.423
C36 -3.651 -4.604 2.391
C37 -2.823 -3.511 2.543
H18 0.735 -4.111 3.200
H19 1.778 -4.427 5.398
H20 1.749 -2.594 7.062
H21 0.631 -0.458 6.510
H22 -0.464 -0.170 4.303
H23 -0.545 -4.197 0.152
H24 -2.033 -6.152 -0.142
H25 -4.027 -6.414 1.297
H26 -4.524 -4.706 3.022
H27 -3.060 -2.744 3.271

Values from the calculation:
Charge = -1
E_HOMO = -0.181 Eh
Energy above the lowest of the compared OMol25 structures with the same formula, charge and spin = 41.0 kcal/mol

---

Entry 6:
The following is a DFT calculation (ωB97M-V with the def2-TZVPD basis set) of a molecular structure, C37H27Br2N2OPReS.

CARTESIAN COORDINATES (ANGSTROEM)
Re1 0.405 -1.339 0.612
C1 2.713 0.160 -1.229
C2 2.752 0.571 0.204
C3 3.736 1.498 0.586
C4 3.863 1.904 1.882
C5 2.996 1.365 2.848
C6 3.068 1.708 4.220
C7 2.218 1.145 5.134
C8 1.262 0.211 4.707
C9 1.176 -0.130 3.375
S1 0.022 -1.267 2.752
C10 2.032 0.438 2.421
N1 1.886 0.049 1.094
H1 3.480 0.691 -1.786
H2 1.747 0.384 -1.676
H3 2.897 -0.911 -1.322
H4 4.394 1.878 -0.181
H5 4.621 2.622 2.170
H6 3.817 2.424 4.532
H7 2.284 1.409 6.180
H8 0.589 -0.252 5.418
Br1 2.975 -5.644 0.990
C11 2.337 -4.860 -0.577
C12 2.564 -5.493 -1.823
C13 2.105 -4.946 -2.986
Br2 2.430 -5.828 -4.612
C14 1.390 -3.712 -2.982
C15 0.895 -3.043 -4.113
C16 0.249 -1.842 -3.949
C17 0.086 -1.310 -2.671
N2 0.520 -1.911 -1.567
C18 1.173 -3.103 -1.734
C19 1.643 -3.683 -0.544
O1 1.339 -3.006 0.582
H9 3.110 -6.426 -1.838
H10 1.035 -3.472 -5.096
H11 -0.138 -1.292 -4.795
H12 -0.413 -0.360 -2.553
C20 -4.537 1.372 3.326
C21 -3.980 0.104 3.271
C22 -2.970 -0.172 2.361
C23 -2.511 0.825 1.507
C24 -3.093 2.094 1.544
C25 -4.097 2.365 2.459
P1 -1.353 0.451 0.164
C26 -0.420 1.969 -0.163
C27 -0.054 2.354 -1.451
C28 0.766 3.457 -1.643
C29 1.235 4.175 -0.553
C30 0.886 3.786 0.735
C31 0.067 2.687 0.933
C32 -2.462 0.079 -1.213
C33 -2.969 1.061 -2.060
C34 -3.894 0.717 -3.036
C35 -4.328 -0.596 -3.156
C36 -3.846 -1.573 -2.292
C37 -2.915 -1.236 -1.324
H13 -5.322 1.588 4.038
H14 -4.334 -0.675 3.932
H15 -2.564 -1.175 2.316
H16 -2.769 2.873 0.867
H17 -4.540 3.351 2.492
H18 -0.421 1.817 -2.317
H19 1.025 3.765 -2.648
H20 1.861 5.043 -0.706
H21 1.240 4.351 1.588
H22 -0.210 2.401 1.941
H23 -2.660 2.093 -1.957
H24 -4.286 1.480 -3.695
H25 -5.053 -0.857 -3.915
H26 -4.199 -2.592 -2.370
H27 -2.552 -2.008 -0.651

Values from the calculation:
<S²> = 0.798
Spin multiplicity = 2
Charge = +2
E_HOMO (alpha / beta) = -0.491 / -0.496 Eh